Density functional theory data (ωB97M-V with the def2-TZVPD basis set) for C26H21I2N9O4S3Sm as an isolated structure in a non-equilibrium geometry.

Each line ends with the Löwdin charge.
CARTESIAN COORDINATES (ANGSTROEM)
Sm: 0.164 -0.906 1.340  1.34
C: -3.040 -2.835 -3.304  0.01
C: -3.383 -2.678 -1.870  -0.31
N: -4.513 -2.941 -1.314  0.16
N: -4.339 -2.603 0.001  0.05
C: -3.130 -2.126 0.289  -0.74
S: -2.556 -1.608 1.781  0.65
N: -2.498 -2.181 -0.915  -0.08
N: -1.191 -1.743 -1.111  0.09
H: -3.925 -3.159 -3.843  0.10
H: -2.252 -3.577 -3.446  0.09
H: -2.702 -1.886 -3.725  0.09
H: -5.109 -2.674 0.644  0.17
H: -0.655 -2.487 -1.538  0.10
H: -1.195 -0.951 -1.746  0.11
I: 2.036 -0.614 5.633  1.01
C: 0.964 -2.147 4.712  -0.62
C: 0.252 -3.071 5.486  -0.20
C: -0.380 -4.132 4.899  -0.64
I: -1.407 -5.480 6.129  0.99
C: -0.343 -4.303 3.499  -0.20
C: -0.934 -5.379 2.802  -0.01
C: -0.878 -5.429 1.439  -0.02
C: -0.266 -4.377 0.747  -0.13
N: 0.300 -3.352 1.340  -0.02
C: 0.317 -3.326 2.710  -0.23
C: 1.037 -2.245 3.326  -0.50
O: 1.705 -1.385 2.566  -0.33
H: 0.220 -2.950 6.560  0.09
H: -1.424 -6.163 3.365  0.07
H: -1.316 -6.252 0.891  0.12
H: -0.234 -4.388 -0.337  0.11
S: -0.604 1.044 3.132  0.58
C: 0.658 2.196 3.112  -0.71
N: 0.582 3.235 3.976  0.08
C: 1.453 4.272 4.003  -0.03
C: 2.497 4.306 3.133  -0.02
C: 2.659 3.230 2.246  0.00
C: 1.763 2.192 2.244  -0.08
H: -0.195 3.219 4.623  0.16
H: 1.268 5.046 4.731  0.14
H: 3.181 5.142 3.134  0.13
H: 3.496 3.226 1.559  0.13
H: 1.890 1.350 1.582  0.07
O: -1.635 5.243 -3.300  -0.37
S: -0.572 5.903 -4.024  0.41
O: 0.568 6.280 -3.208  -0.36
O: -0.983 6.824 -5.048  -0.34
C: 0.331 4.471 -4.930  -0.33
N: 1.271 4.700 -5.828  0.15
C: 2.200 3.736 -5.912  -0.09
C: 2.285 2.700 -4.991  0.01
C: 1.231 2.557 -4.083  -0.23
N: 0.163 3.370 -4.246  0.13
C: 1.183 1.690 -2.931  -0.09
C: 0.238 1.991 -1.915  0.05
C: 0.201 1.225 -0.793  -0.17
N: 1.025 0.156 -0.572  -0.16
C: 1.927 -0.127 -1.544  -0.11
C: 2.037 0.591 -2.704  0.02
H: 2.925 3.843 -6.710  0.11
H: 3.160 2.064 -4.942  0.10
H: -0.419 2.845 -2.039  0.13
H: -0.496 1.476 0.008  0.10
H: 2.588 -0.963 -1.346  0.12
H: 2.796 0.315 -3.426  0.12

Forces on atoms 1 to 2 (eV/Å):
Sm -1.67 0.59 -1.78
C 0.03 0.01 0.06

The energy above the lowest of the compared OMol25 structures with the same formula, charge and spin comes out at 25.9 kcal/mol. The gap between HOMO and LUMO (alpha / beta) comes out at 5.14 / 5.29 eV. The multiplicity is 6. As for the total charge: +1. The HOMO energy (alpha / beta) comes out at -9.32 / -9.32 eV.

Density functional theory data (ωB97M-V with the def2-TZVPD basis set) for C26H21N5O5S2SeSn as an isolated structure.

Each line ends with the natural charge from an NBO analysis.
CARTESIAN COORDINATES (ANGSTROEM)
Sn: -1.083 -0.386 0.767  1.54
C: 7.242 -0.746 -1.576  -0.73
C: 8.267 -1.125 -0.539  0.43
O: 9.446 -1.136 -0.771  -0.55
S: 7.774 -1.571 1.125  0.24
C: 5.998 -1.568 1.089  -0.21
C: 5.298 -0.420 1.441  -0.21
C: 3.913 -0.424 1.450  -0.17
C: 3.216 -1.577 1.112  -0.06
C: 3.918 -2.729 0.764  -0.13
C: 5.301 -2.727 0.760  -0.22
C: 1.723 -1.614 1.180  0.04
C: 1.157 -0.815 0.282  -0.38
H: 7.528 0.228 -1.974  0.24
H: 6.222 -0.713 -1.208  0.23
H: 7.313 -1.470 -2.388  0.25
H: 5.847 0.474 1.710  0.23
H: 3.360 0.466 1.719  0.23
H: 3.372 -3.626 0.503  0.22
H: 5.848 -3.622 0.494  0.23
C: -6.407 -3.388 2.228  -0.65
C: -5.380 -2.730 1.364  0.30
C: -4.975 -3.279 0.148  -0.32
C: -3.973 -2.625 -0.536  0.11
N: -3.422 -1.499 -0.084  -0.54
C: -3.896 -1.042 1.075  0.29
S: -3.163 0.454 1.680  -0.20
N: -4.833 -1.606 1.826  -0.48
H: -7.143 -3.928 1.635  0.22
H: -6.901 -2.644 2.848  0.24
H: -5.917 -4.105 2.890  0.24
H: -5.421 -4.184 -0.237  0.23
H: -3.595 -3.002 -1.478  0.21
C: -0.578 4.014 1.776  -0.24
C: -0.519 2.644 1.912  0.06
N: -0.361 1.842 0.853  -0.52
C: -0.255 2.368 -0.357  0.11
C: -0.339 3.734 -0.597  -0.10
C: -0.490 4.564 0.503  -0.12
C: -0.238 4.265 -1.969  -0.14
C: -0.976 3.927 -3.028  -0.21
C: -2.116 2.995 -3.104  0.19
C: -2.711 2.740 -4.335  -0.28
C: -3.794 1.877 -4.347  0.08
N: -4.263 1.303 -3.245  -0.44
C: -3.625 1.609 -2.119  0.27
N: -2.586 2.420 -1.991  -0.47
H: -0.707 4.638 2.648  0.23
H: -0.594 2.156 2.877  0.23
H: -0.113 1.672 -1.175  0.22
H: -0.566 5.636 0.367  0.22
H: 0.527 5.019 -2.123  0.22
H: -0.740 4.415 -3.967  0.21
H: -2.344 3.194 -5.245  0.22
H: -4.303 1.640 -5.275  0.20
H: -3.983 1.139 -1.211  0.20
O: -0.299 -3.113 4.205  -0.93
Se: -0.276 -2.260 2.874  2.77
O: 1.314 -2.490 2.192  -0.74
O: -1.297 -2.660 1.666  -1.04
O: -0.405 -0.609 2.918  -1.07

Forces on atoms 1 to 2 (eV/Å):
Sn 0.90 -0.26 0.12
C -0.03 -0.01 -0.01

The gap between HOMO and LUMO (alpha / beta) comes out at 6.84 / 6.84 eV. The HOMO energy (alpha / beta) comes out at -7.92 / -7.92 eV.

Density functional theory data (ωB97M-V with the def2-TZVPD basis set) for C26H22Cl3HgN6OS as an isolated structure.

Each line ends with the natural charge from an NBO analysis.
CARTESIAN COORDINATES (ANGSTROEM)
Hg: 0.004 0.492 -0.099  1.34
N: 2.818 -0.217 -4.291  -0.83
C: 1.874 -0.416 -3.289  0.54
S: 1.952 2.049 -1.978  -0.65
N: 2.158 -1.322 -2.426  -0.44
N: 1.256 -1.545 -1.419  -0.32
C: 1.400 -2.703 -0.892  0.11
C: 0.650 -3.269 0.206  -0.25
C: 1.155 -4.439 0.785  -0.15
C: 0.520 -5.090 1.824  -0.34
C: -0.697 -4.577 2.285  -0.22
C: -1.232 -3.442 1.728  -0.28
C: -0.576 -2.702 0.693  0.41
O: -1.099 -1.636 0.236  -0.79
H: 2.800 0.736 -4.626  0.39
H: 3.733 -0.473 -3.950  0.38
H: 2.170 -3.352 -1.325  0.15
H: 2.094 -4.836 0.408  0.19
H: 0.950 -5.984 2.262  0.19
H: -1.224 -5.085 3.088  0.19
H: -2.180 -3.051 2.076  0.19
C: 0.092 1.100 -5.821  -0.25
C: 0.167 0.058 -4.992  -0.14
C: 0.492 0.209 -3.535  -0.40
C: 0.393 1.670 -2.988  -0.04
C: 0.327 2.734 -4.031  -0.05
C: 0.223 2.469 -5.337  -0.35
N: -0.679 1.713 -2.026  -0.47
N: -1.087 2.916 -1.697  -0.36
C: -1.455 3.100 -0.396  0.08
C: -2.246 4.238 -0.102  -0.25
C: -2.468 4.629 1.203  -0.24
C: -1.932 3.894 2.258  -0.35
C: -1.204 2.734 1.980  -0.19
C: -0.964 2.309 0.685  -0.54
H: -0.110 0.949 -6.877  0.18
H: 0.055 -0.958 -5.355  0.19
H: -0.203 -0.389 -2.939  0.27
H: 0.338 3.741 -3.641  0.22
H: 0.185 3.272 -6.067  0.18
H: -2.658 4.795 -0.937  0.19
H: -3.061 5.517 1.403  0.18
H: -2.068 4.221 3.284  0.18
H: -0.813 2.166 2.818  0.18
Cl: -4.309 -1.048 3.675  -0.02
C: -2.577 -1.052 3.830  -0.08
C: -1.991 -1.775 4.856  -0.20
C: -0.606 -1.758 4.921  -0.26
C: 0.097 -1.020 3.984  0.04
N: -0.476 -0.309 3.018  -0.40
C: -1.803 -0.342 2.931  0.04
H: -2.599 -2.334 5.553  0.21
H: -0.082 -2.315 5.687  0.21
H: 1.182 -0.987 4.010  0.20
H: -2.251 0.228 2.126  0.24
Cl: 2.950 -0.377 1.305  -0.03
C: 3.022 1.390 1.368  -0.39
Cl: 4.318 1.962 2.435  -0.08
H: 2.074 1.752 1.752  0.24
H: 3.199 1.759 0.364  0.26

Forces on atoms 1 to 2 (eV/Å):
Hg -0.35 0.34 -0.12
N -0.05 0.05 0.11

The energy above the lowest of the compared OMol25 structures with the same formula, charge and spin comes out at 15.8 kcal/mol. The gap between HOMO and LUMO (alpha / beta) comes out at 3.93 / 5.36 eV. The multiplicity is 2. As for the total charge: -2. The HOMO energy (alpha / beta) comes out at 0.34 / -1.09 eV.